Density functional theory data (ωB97M-V/def2-TZVPD) for a cluster of 12 separate species, C31H46BrCl5N6O13 in total at a distorted geometry.

```
! RIJCOSX wB97M-V def2-TZVPD def2/J DEFGRID3
* xyz -2 1
C 10.8590 10.8367 -30.5026
C 12.1969 10.4961 -29.9037
N 13.1335 11.6210 -30.0069
C 12.9101 12.9019 -29.5691
C 14.0543 13.5788 -29.7171
N 14.9162 12.7476 -30.4156
C 14.3607 11.5659 -30.4435
C 16.2143 13.1388 -30.9143
H 10.4594 11.7491 -30.0600
H 10.1072 10.0776 -30.2928
H 10.8316 10.9415 -31.5906
H 12.6963 9.6701 -30.4109
H 12.1458 10.2523 -28.8416
H 11.9696 13.2886 -29.2213
H 14.3989 14.5869 -29.5626
H 14.8338 10.7269 -30.9098
H 16.0139 13.1866 -31.9939
H 17.0001 12.3890 -30.9121
H 16.5320 14.0892 -30.5126
Cl 15.3479 10.3619 -26.9004
O 13.9090 10.2388 -26.7478
O 15.6010 11.7537 -27.2827
O 16.0002 10.0958 -25.6223
O 15.8513 9.4180 -27.8587
C 12.2370 6.9613 -30.0253
C 12.9305 5.9742 -29.0575
O 14.1701 6.4011 -28.7889
H 12.9153 7.1769 -30.8470
H 11.9066 7.8514 -29.4792
H 11.3141 6.4916 -30.4377
H 12.9750 5.0118 -29.6580
H 12.2961 5.6337 -28.1925
Br 16.3362 8.3778 -31.3993
C 9.2229 9.3846 -26.5028
Cl 9.8016 7.9755 -27.4086
Cl 9.2192 10.7792 -27.5929
Cl 7.6061 9.1096 -25.8439
Cl 10.3797 9.7589 -25.2189
C 15.7338 16.2276 -26.8423
N 15.6417 17.2119 -27.9799
O 14.7354 16.9748 -28.7716
O 16.5304 18.0175 -28.1592
H 15.0403 15.4470 -27.1137
H 15.3506 16.7968 -25.9909
H 16.7554 15.9552 -26.6276
C 7.5643 15.0693 -30.2314
N 8.7022 14.1375 -30.0455
O 9.0239 13.8401 -28.9176
O 9.3028 13.8264 -31.0553
H 6.8739 14.9334 -29.3978
H 6.9879 14.7976 -31.1066
H 7.9485 16.0798 -30.1599
C 14.0462 17.2635 -32.1338
N 15.0256 17.5912 -33.1903
O 15.2072 18.7740 -33.3767
O 15.4419 16.6953 -33.8776
H 14.5169 16.6132 -31.3955
H 13.1691 16.7506 -32.5167
H 13.7350 18.1321 -31.5662
C 18.0862 12.4584 -26.5604
N 17.8143 12.9540 -27.9362
O 17.3052 14.0382 -28.0720
O 18.2238 12.2615 -28.8214
H 17.2481 11.7846 -26.3404
H 18.2932 13.2599 -25.8672
H 18.9155 11.7634 -26.6602
C 13.3084 11.3489 -33.3216
C 12.9032 12.6600 -33.4003
C 13.7466 13.6193 -33.9848
C 15.0036 13.2468 -34.4420
C 15.3716 11.9024 -34.4118
C 14.4727 10.9423 -33.9960
H 12.7240 10.4847 -33.0197
H 11.9709 13.0348 -32.9881
H 13.3637 14.6135 -34.1813
H 15.5146 13.9658 -35.0733
H 16.3270 11.6184 -34.8381
H 14.6672 9.8935 -34.1725
C 7.3777 8.7579 -30.1578
C 7.6881 9.5916 -31.2173
C 6.8505 10.6779 -31.4647
C 5.6728 10.9300 -30.7676
C 5.2994 9.9704 -29.8285
C 6.1790 8.9594 -29.4694
H 7.9345 7.9143 -29.7671
H 8.5988 9.5055 -31.7903
H 7.2024 11.4032 -32.1949
H 5.0861 11.8207 -30.9396
H 4.3058 9.9415 -29.3911
H 5.8254 8.1920 -28.7892
C 19.3957 15.8841 -33.2144
C 18.3193 15.7913 -32.3371
C 18.3832 16.4206 -31.0921
C 19.5462 17.0850 -30.7256
C 20.6591 17.0615 -31.5518
C 20.5623 16.5348 -32.8458
H 19.2790 15.4033 -34.1798
H 17.3445 15.3888 -32.5852
H 17.5662 16.2961 -30.3910
H 19.6927 17.4709 -29.7212
H 21.6260 17.4629 -31.2706
H 21.4510 16.5177 -33.4635
*
```

The calculation puts the HOMO energy at 0.49 eV. Its strongest force on any atom is 0.048 hartree/bohr. As for the LUMO energy: 2.6 eV.

Mulliken atomic charge list, values in e, 6 entries: number 1, C, carries 0.16; number 2, C, carries -0.54; number 3, N, carries 1.02; number 4, C, carries -0.90; number 5, C, carries -0.21; number 6, N, carries 1.44